Entry one
This record from OMol25 describes a molecular structure, C12H30ClMgO6. The level of theory is ωB97M-V/def2-TZVPD.

Calculated values
HOMO energy   -11.47 eV
Charge   +1
Lowest unoccupied orbital energy   -2.58 eV

Last column: Mulliken charge in e.
Atoms and positions in Å:
1 C -5.553 -6.033 8.516  0.07
2 Mg -9.426 -4.822 12.160  1.27
3 H -9.561 -1.783 9.609  0.36
4 H -9.973 -6.343 8.603  0.45
5 C -10.374 -4.350 9.384  -0.91
6 H -11.130 -1.926 10.369  0.39
7 C -12.306 -6.055 12.289  -1.06
8 H -9.721 -8.303 10.321  0.33
9 O -6.696 -6.571 7.841  -0.21
10 H -3.081 -4.896 5.325  0.30
11 H -12.244 -3.155 11.978  0.12
12 H -11.214 -1.999 13.835  0.47
13 H -8.840 -1.810 14.472  0.30
14 H -12.991 -3.892 13.245  0.56
15 O -9.814 -6.253 10.779  -0.05
16 C -10.079 -2.217 10.466  -1.03
17 H -9.036 -7.845 11.854  0.33
18 H -11.461 -4.430 9.538  0.22
19 H -11.779 -6.995 12.172  0.24
20 H -8.089 -7.435 10.546  0.23
21 H -10.154 -3.947 8.394  0.56
22 H -12.980 -5.940 11.433  0.36
23 H -4.043 -4.403 8.157  0.53
24 H -6.039 -5.380 9.239  -0.16
25 H -13.003 -6.137 13.127  0.45
26 O -3.824 -6.041 6.863  -0.31
27 O -9.696 -3.405 13.453  0.20
28 Cl -7.173 -4.651 11.698  -0.67
29 H -8.980 -3.317 15.444  0.32
30 H -5.282 -4.553 7.070  0.26
31 C -9.145 -7.523 10.808  -0.87
32 H -1.969 -6.092 6.002  0.25
33 C -6.397 -7.638 6.985  -0.75
34 H -11.267 -3.551 14.765  0.46
35 C -9.684 -5.724 9.449  -0.15
36 C -4.614 -5.201 7.671  -0.74
37 O -9.933 -3.625 10.520  -0.36
38 H -5.042 -6.841 9.044  0.37
39 H -7.314 -7.897 6.448  0.25
40 O -11.355 -5.002 12.410  0.05
41 C -11.038 -3.072 13.809  -0.67
42 H -8.620 -5.476 9.355  0.01
43 C -8.759 -2.895 14.468  -0.80
44 H -6.118 -8.582 7.485  0.33
45 H -2.241 -4.625 6.876  0.33
46 H -9.647 -1.792 11.366  0.22
47 C -2.747 -5.371 6.254  -0.79
48 H -5.577 -7.489 6.279  0.25
49 C -11.984 -3.794 12.833  -0.59
50 H -7.803 -3.210 14.052  0.27

Entry two
This record from OMol25 describes a molecular structure, C12H30ClMgO6. The level of theory is ωB97M-V/def2-TZVPD.

Calculated values
HOMO energy   -11.22 eV
Charge   +1
Lowest unoccupied orbital energy   -5.66 eV

Last column: Mulliken charge in e.
Atoms and positions in Å:
1 C 1.684 2.268 -1.332  0.05
2 Cl -1.741 0.720 -1.669  -0.50
3 H 4.225 1.771 -1.909  0.33
4 O 2.191 1.329 -2.244  -0.23
5 H 3.444 2.543 -3.352  0.36
6 H -3.363 -2.291 1.489  0.24
7 C 2.291 2.447 0.024  -0.68
8 H -2.898 2.189 3.653  0.32
9 H 3.755 2.013 2.013  0.37
10 C -2.528 -2.951 -3.154  -0.82
11 O 2.155 1.340 0.921  -0.08
12 O -1.319 -2.394 -2.681  -0.21
13 H -0.568 -4.087 -1.705  0.40
14 H 3.389 2.541 -0.095  0.46
15 H -4.134 1.070 2.984  0.30
16 H 2.946 0.628 2.656  0.28
17 H -2.954 -2.378 -3.970  0.25
18 Mg -3.295 1.624 -0.275  1.06
19 C -1.365 1.518 1.850  0.29
20 C 2.757 1.583 2.161  -0.94
21 O -2.751 1.831 1.609  -0.29
22 C 2.611 -1.802 -1.402  -0.56
23 H 3.902 0.909 -3.368  0.29
24 C 0.392 -2.326 -1.035  0.15
25 H -0.848 1.677 0.905  -0.52
26 H -3.227 -1.293 3.006  0.39
27 C -3.539 1.975 2.809  -0.75
28 C -2.708 -1.732 2.147  -0.94
29 H 3.371 -1.519 -2.134  0.26
30 H 0.137 -1.326 -0.656  -0.22
31 C 3.480 1.664 -2.699  -0.91
32 H 3.029 -2.665 -0.867  0.38
33 O 1.402 -2.154 -2.002  -0.37
34 H 2.180 2.190 2.866  0.29
35 O -2.012 -0.703 1.423  -0.13
36 H 0.775 -2.934 -0.199  0.45
37 H -1.346 -0.057 3.324  0.54
38 H 2.042 3.382 0.539  0.44
39 H -0.965 2.139 2.651  0.54
40 H 1.676 3.264 -1.795  0.47
41 H -3.302 -3.070 -2.382  0.28
42 H -1.935 -2.378 2.577  0.34
43 H -0.112 -0.254 2.055  0.33
44 C -0.835 -3.036 -1.537  -0.51
45 H -1.530 -3.011 -0.688  0.14
46 H -4.369 2.664 2.634  0.31
47 H 2.588 -0.921 -0.746  0.03
48 H -2.291 -3.980 -3.453  0.33
49 C -1.137 0.053 2.256  -0.60
50 H 0.651 1.930 -1.201  -0.45

Which structure wins on stability? entry one wins.

Entry one
This record from OMol25 describes a single C4H4FN molecule. The level of theory is ωB97M-V/def2-TZVPD.

Calculated values
HOMO energy   -10.37 eV
SMILES   C=C(C#N)CF
Charge   0
Lowest unoccupied orbital energy   0.20 eV

Last column: Mulliken charge in e.
Atoms and positions in Å:
1 C -1.633 -0.343 -0.025  0.14
2 N -2.754 -0.579 -0.134  -0.40
3 H 0.867 -1.326 1.064  0.25
4 C -0.283 0.072 -0.009  0.49
5 C 0.808 -0.946 0.049  -0.26
6 C 0.011 1.404 -0.021  -0.86
7 H -0.718 2.166 -0.152  0.34
8 F 2.033 -0.391 -0.190  -0.28
9 H 1.040 1.732 0.057  0.29
10 H 0.629 -1.788 -0.638  0.29

Entry two
This record from OMol25 describes a molecular structure, C4H4FN. The level of theory is ωB97M-V/def2-TZVPD.

Calculated values
HOMO energy   -8.39 eV
Charge   0
Lowest unoccupied orbital energy   0.13 eV

Last column: Mulliken charge in e.
Atoms and positions in Å:
1 H 0.846 -1.461 -2.205  0.38
2 F -2.417 1.301 -1.910  -0.23
3 C 0.162 -0.687 -1.898  -0.22
4 H -1.207 0.717 0.933  0.33
5 C -1.393 0.523 -1.971  0.43
6 N -0.772 -0.031 -2.989  -0.54
7 H 0.440 1.248 0.566  0.28
8 H -0.050 -0.505 0.965  0.33
9 C -0.419 0.045 -0.911  0.28
10 C -0.255 0.427 0.528  -1.04

Which structure wins on stability? entry one wins.

Entry one
This record from OMol25 describes a single CH2ClOP molecule. The level of theory is ωB97M-V/def2-TZVPD.

Calculated values
HOMO energy (alpha / beta)   -10.25 / -6.84 eV
Charge   0
Lowest unoccupied orbital energy (alpha / beta)   0.08 / -1.41 eV

Last column: Mulliken charge in e.
Atoms and positions in Å:
1 P -0.132 1.953 2.489  0.19
2 H 0.527 -1.414 0.063  0.33
3 Cl 1.286 0.271 1.503  -0.02
4 H -0.750 -0.481 0.657  0.32
5 C 0.227 -0.469 0.309  -0.47
6 O -0.258 1.349 3.775  -0.36

Entry two
This record from OMol25 describes 2 unconnected molecules or ions with the total composition CH2ClOP. The level of theory is ωB97M-V/def2-TZVPD.

Calculated values
HOMO energy (alpha / beta)   -9.20 / -8.83 eV
Charge   0
Lowest unoccupied orbital energy (alpha / beta)   -1.10 / -1.10 eV

Last column: Mulliken charge in e.
Atoms and positions in Å:
1 Cl -1.717 3.004 -2.836  -0.05
2 O -1.739 0.420 -2.880  -0.27
3 C -2.132 1.466 -3.272  0.31
4 P -0.041 -0.850 -0.270  -0.04
5 H -0.020 0.547 -0.682  0.01
6 H -0.595 -0.628 0.998  0.04

Which structure wins on stability? entry two wins.